No. 1
Entry from the OMol25 dataset: a gas-phase ion, C30H46N2O2P (charge +1) (wB97M-V/def2-TZVPD).

Last column: Mulliken charge in e.
Atoms and positions in Å:
C1 -2.030 -2.894 -3.984  -2.0887
C2 -1.906 -2.651 -2.450  0.6914
C3 -3.287 -2.879 -1.840  -1.3216
P1 -1.023 -1.050 -1.975  0.7639
C4 0.610 -1.443 -2.798  0.4099
C5 1.074 -2.902 -2.885  -1.6308
C6 1.721 -0.528 -2.305  -1.3451
C7 -1.623 -0.030 -3.405  0.0025
C8 -0.715 1.112 -3.890  -1.6694
C9 -3.103 0.328 -3.235  -1.5708
H1 -2.324 -3.938 -4.149  0.4749
H2 -2.828 -2.279 -4.429  0.3554
H3 -1.096 -2.742 -4.535  0.4624
H4 -1.214 -3.410 -2.046  0.5474
H5 -3.609 -3.904 -2.080  0.4636
H6 -3.293 -2.780 -0.750  0.3032
H7 -4.042 -2.208 -2.278  0.2598
H8 0.403 -1.149 -3.840  0.3277
H9 2.070 -2.892 -3.346  0.4689
H10 1.141 -3.385 -1.903  0.2943
H11 0.441 -3.514 -3.541  0.3592
H12 2.638 -0.781 -2.856  0.4898
H13 1.516 0.531 -2.492  0.2400
H14 1.918 -0.666 -1.237  0.1815
H15 -1.582 -0.738 -4.251  0.7738
H16 -1.293 1.749 -4.580  0.4607
H17 -0.327 1.730 -3.073  0.3091
H18 0.145 0.736 -4.464  0.2887
H19 -3.325 1.236 -3.812  0.4275
H20 -3.740 -0.472 -3.645  0.2554
H21 -3.390 0.482 -2.184  0.3372
C10 1.301 7.333 -0.659  -0.7931
C11 0.459 6.082 -0.853  -0.5898
N1 0.385 5.337 0.418  0.1295
C12 -0.111 4.025 0.356  0.5728
C13 -0.856 3.582 -0.749  -0.3821
C14 -1.190 2.236 -0.905  -0.9262
C15 -0.780 1.244 -0.008  0.1459
C16 -1.099 -0.297 -0.284  0.7539
C17 -0.450 -1.165 0.857  -0.2085
C18 0.921 -1.070 1.117  -0.4753
C19 1.573 -1.933 1.995  -1.0788
C20 0.834 -2.827 2.782  0.6503
N2 1.452 -3.667 3.732  0.1010
C21 2.920 -3.720 3.764  -0.6737
C22 3.326 -4.948 4.566  -0.8073
O1 2.810 -4.875 5.902  -0.3584
C23 1.379 -4.783 5.920  -0.6865
C24 0.873 -3.623 5.078  -0.4128
C25 -0.572 -2.847 2.613  -0.6589
C26 -1.195 -2.029 1.673  -1.1645
C27 -0.137 1.729 1.152  -0.6576
C28 0.167 3.073 1.354  -1.2342
C29 0.034 6.124 1.597  -0.4737
C30 0.685 7.516 1.630  -0.6012
O2 0.719 8.153 0.353  -0.3567
H22 2.335 7.025 -0.416  0.3712
H23 1.275 7.938 -1.578  0.3568
H24 -0.558 6.366 -1.198  0.3345
H25 0.931 5.435 -1.603  0.4452
H26 -1.149 4.294 -1.517  0.3323
H27 -1.763 1.959 -1.787  0.7092
H28 -2.192 -0.346 -0.067  0.9127
H29 1.501 -0.261 0.688  1.1169
H30 2.655 -1.871 2.098  0.4505
H31 3.312 -3.809 2.746  0.4653
H32 3.329 -2.812 4.250  0.3837
H33 2.958 -5.852 4.035  0.3472
H34 4.423 -4.992 4.673  0.3598
H35 0.916 -5.722 5.564  0.3311
H36 1.128 -4.613 6.976  0.3370
H37 1.171 -2.681 5.592  0.2278
H38 -0.217 -3.652 5.017  0.3631
H39 -1.150 -3.569 3.192  0.4621
H40 -2.287 -2.049 1.573  0.4464
H41 0.207 1.055 1.921  0.5731
H42 0.732 3.390 2.236  0.3625
H43 -1.068 6.271 1.664  0.2912
H44 0.349 5.579 2.494  0.2404
H45 0.083 8.189 2.262  0.3051
H46 1.705 7.411 2.044  0.3384

The total charge is +1. Its spin multiplicity is 1. The calculation puts the LUMO energy at -1.98 eV.

No. 2
Entry from the OMol25 dataset: C4H8FN3 in the gas phase (wB97M-V/def2-TZVPD).

Last column: natural (NBO) charge in e.
Atoms and positions in Å:
C1 -2.023 0.008 -0.222  -0.7071
C2 -1.112 0.696 -1.249  0.4614
C3 0.209 0.721 -1.067  -0.3631
C4 1.193 -0.275 -0.366  0.4242
H1 -2.206 0.440 0.842  0.2513
H2 -1.416 -0.816 0.019  0.2347
H3 -2.987 -0.439 -0.542  0.2311
H4 0.670 1.112 -1.884  0.2347
H5 2.664 -1.523 -0.845  0.3361
H6 1.900 -1.035 1.378  0.3586
H7 1.051 1.048 1.942  0.3483
H8 0.224 -0.351 2.807  0.3588
N1 2.211 -0.447 -1.060  -0.6622
N2 0.924 -0.774 0.917  -0.4897
N3 0.349 0.275 1.762  -0.6573
F1 -1.652 1.359 -2.432  -0.3598

As for the SMILES: [H]/N=C(/C=C(\C)F)NN. Its spin multiplicity is 1. The calculation puts the LUMO energy at 0.52 eV. Its energy above the lowest of the compared OMol25 structures with the same formula, charge and spin is 3.8446 eV.

No. 3
Entry from the OMol25 dataset: 7 unconnected molecules or ions with the total composition C24H44Cl3N8 (wB97M-V/def2-TZVPD).

Last column: Mulliken charge in e.
Atoms and positions in Å:
C1 -7.537 20.966 16.293  -1.1807
C2 -6.400 20.150 15.714  -0.5288
N1 -5.716 20.742 14.588  0.2890
C3 -5.649 20.098 13.400  -0.2983
C4 -4.722 20.727 12.525  -0.4959
N2 -4.225 21.807 13.279  0.0973
C5 -4.818 21.781 14.551  -0.1668
C6 -3.223 22.730 12.782  -0.8163
H1 -8.139 21.309 15.452  0.3406
H2 -7.140 21.816 16.849  0.3532
H3 -8.172 20.523 17.060  0.3610
H4 -6.736 19.134 15.504  0.3488
H5 -5.577 20.072 16.424  0.3770
H6 -6.424 19.370 13.208  0.4204
H7 -4.411 20.415 11.539  0.4445
H8 -4.722 22.401 15.430  0.4435
H9 -2.277 22.276 13.076  0.2983
H10 -3.452 23.662 13.300  0.3380
H11 -3.462 22.911 11.734  0.3632
C7 -0.192 19.199 13.663  -1.2345
C8 1.318 18.934 13.620  -0.4593
N3 1.803 19.452 12.359  0.2749
C9 2.480 20.698 12.169  -0.7477
C10 2.351 20.980 10.894  -0.3164
N4 2.025 19.831 10.141  0.1861
C11 1.717 18.864 11.081  -0.1245
C12 1.826 19.710 8.731  -0.8247
H12 -0.828 18.952 14.512  0.4635
H13 -0.780 18.812 12.830  0.3581
H14 -0.356 20.275 13.714  0.2709
H15 1.192 17.854 13.687  0.2370
H16 1.775 19.505 14.428  0.4801
H17 2.580 21.454 12.934  0.5497
H18 2.573 21.930 10.430  0.5017
H19 1.301 17.920 10.762  0.3691
H20 2.765 19.699 8.177  0.2911
H21 1.145 20.542 8.547  0.3774
H22 1.326 18.806 8.384  0.3060
C13 -7.241 16.665 19.694  -1.0254
C14 -5.715 16.268 19.612  -0.4031
N5 -5.244 15.866 18.283  0.2157
C15 -4.061 16.267 17.649  -0.5157
C16 -3.919 15.525 16.424  -0.3393
N6 -4.965 14.652 16.376  0.1421
C17 -5.659 14.861 17.519  -0.2701
C18 -5.286 13.657 15.358  -0.7644
H23 -7.655 17.194 18.836  0.3056
H24 -7.492 17.077 20.671  0.3584
H25 -7.698 15.683 19.570  0.3498
H26 -5.399 15.596 20.409  0.3521
H27 -4.981 17.056 19.780  0.3146
H28 -3.364 17.020 17.984  0.4669
H29 -3.236 15.492 15.588  0.4800
H30 -6.526 14.264 17.758  0.3717
H31 -6.371 13.577 15.293  0.3220
H32 -4.861 12.684 15.604  0.3307
H33 -4.833 13.936 14.406  0.3087
C19 6.849 18.820 12.846  -1.0979
C20 8.177 18.354 12.225  -0.4639
N7 8.004 17.239 11.373  0.1931
C21 8.220 17.098 10.038  -0.1796
C22 7.796 15.838 9.535  -0.5175
N8 7.464 15.147 10.662  0.1279
C23 7.566 15.957 11.764  -0.2371
C24 7.119 13.730 10.700  -0.8232
H34 6.122 18.030 13.034  0.4173
H35 6.528 19.637 12.200  0.2905
H36 7.050 19.353 13.775  0.3598
H37 8.998 18.106 12.898  0.3379
H38 8.586 19.218 11.701  0.3203
H39 8.691 17.947 9.564  0.4117
H40 7.948 15.384 8.567  0.4157
H41 7.342 15.636 12.771  0.4089
H42 8.015 13.117 10.611  0.3475
H43 6.422 13.444 9.913  0.3389
H44 6.738 13.572 11.709  0.3100
Cl1 4.023 15.005 14.811  -0.9431
Cl2 3.282 21.241 18.579  -0.9850
Cl3 1.944 25.814 14.432  -0.9788

The total charge is +1. Its spin multiplicity is 1. The calculation puts the LUMO energy at -3.76 eV. Its energy above the lowest of the compared OMol25 structures with the same formula, charge and spin is 3.8299 eV.

no.,HOMO-LUMO gap (eV)
1,8.36
2,9.55
3,1.89